Below is 6 unconnected molecules or ions with the total composition C37H89ClN5O7P at a distorted geometry, with properties calculated with wB97M-V/def2-TZVPD.

Summary:
2S+1: 1
Charge: +4
Relative energy (zero: lowest compared OMol25 entry of this formula, charge and spin) in kJ/mol: 186.7
Molecular weight in g/mol: 782.57
HOMO-LUMO gap in eV: 10.3

Each atom is followed by the atoms it is bonded to, with distances in Å.
Cartesian coordinates (Å):
1 Cl -1.687 -0.294 0.427  O2 1.432, O3 1.445, O4 1.404, O5 1.418
2 O -0.278 -0.166 0.647  Cl1 1.432
3 O -2.188 -1.553 0.930  Cl1 1.445
4 O -2.365 0.816 0.954  Cl1 1.404
5 O -1.828 -0.220 -0.983  Cl1 1.418
6 C -0.980 -2.835 -7.209  C7 1.498, H14 1.090, H15 1.090, H16 1.090
7 C 0.066 -1.869 -6.742  C6 1.498, N8 1.521, H17 1.090, H18 1.090
8 N -0.714 -0.765 -6.043  C7 1.521, C9 1.379, C12 1.371
9 C -1.137 -0.792 -4.731  N8 1.379, C10 1.442, H19 1.080
10 C -1.813 0.455 -4.475  C9 1.442, N11 1.363, H20 1.080
11 N -1.800 1.158 -5.643  C10 1.363, C12 1.385, C13 1.443
12 C -1.169 0.396 -6.612  N8 1.371, N11 1.385, H21 1.080
13 C -2.340 2.480 -5.844  N11 1.443, H22 1.090, H23 1.090, H24 1.090
14 H -1.597 -2.368 -7.977  C6 1.090
15 H -1.729 -3.179 -6.496  C6 1.090
16 H -0.567 -3.771 -7.586  C6 1.090
17 H 0.729 -1.432 -7.488  C7 1.090
18 H 0.630 -2.315 -5.922  C7 1.090
19 H -1.132 -1.653 -4.078  C9 1.080
20 H -2.327 0.846 -3.609  C10 1.080
21 H -0.996 0.586 -7.661  C12 1.080
22 H -1.591 3.269 -5.915  C13 1.090
23 H -2.983 2.626 -4.977  C13 1.090
24 H -2.999 2.444 -6.712  C13 1.090
25 C -1.497 4.104 2.418  C26 1.536, H42 1.090, H43 1.090, H44 1.090
26 C -0.890 4.348 1.029  C25 1.536, C27 1.496, H45 1.090, H46 1.090
27 C 0.586 4.590 1.006  C26 1.496, C28 1.505, H47 1.090, H48 1.090
28 C 1.325 3.284 0.891  C27 1.505, P29 1.817, H49 1.090, H50 1.090
29 P 2.410 2.931 -0.523  C28 1.817, C30 1.803, C34 1.881, C38 1.773
30 C 3.119 1.311 -0.171  P29 1.803, C31 1.588, H51 1.090, H52 1.090
31 C 3.818 1.069 1.234  C30 1.588, C32 1.510, H53 1.090, H54 1.090
32 C 3.710 -0.422 1.447  C31 1.510, C33 1.550, H55 1.090, H56 1.090
33 C 4.480 -1.344 0.467  C32 1.550, H57 1.090, H58 1.090, H59 1.090
34 C 3.670 4.325 -0.433  P29 1.881, C35 1.549, H60 1.090, H61 1.090
35 C 5.018 4.153 -1.175  C34 1.549, C36 1.583, H62 1.090, H63 1.090
36 C 5.828 5.512 -1.138  C35 1.583, C37 1.552, H64 1.090, H65 1.090
37 C 6.672 5.660 0.157  C36 1.552, H66 1.090, H67 1.090, H68 1.090
38 C 1.480 2.835 -2.030  P29 1.773, C39 1.536, H69 1.090, H70 1.090
39 C 2.292 2.681 -3.324  C38 1.536, C40 1.521, H71 1.090, H72 1.090
40 C 1.801 1.578 -4.249  C39 1.521, C41 1.488, H73 1.090, H74 1.090
41 C 1.761 0.239 -3.601  C40 1.488, H75 1.090, H76 1.090, H77 1.090
42 H -2.565 3.895 2.348  C25 1.090
43 H -1.423 5.002 3.031  C25 1.090
44 H -1.077 3.290 3.010  C25 1.090
45 H -1.420 5.211 0.627  C26 1.090
46 H -1.149 3.569 0.311  C26 1.090
47 H 0.810 5.132 1.925  C27 1.090
48 H 0.767 5.210 0.127  C27 1.090
49 H 0.708 2.440 1.199  C28 1.090
50 H 2.073 3.363 1.680  C28 1.090
51 H 3.906 1.259 -0.924  C30 1.090
52 H 2.316 0.598 -0.358  C30 1.090
53 H 3.547 1.669 2.103  C31 1.090
54 H 4.884 1.262 1.113  C31 1.090
55 H 2.700 -0.794 1.624  C32 1.090
56 H 4.123 -0.557 2.446  C32 1.090
57 H 5.555 -1.165 0.459  C33 1.090
58 H 4.224 -1.396 -0.591  C33 1.090
59 H 4.313 -2.304 0.955  C33 1.090
60 H 3.839 4.408 0.641  C34 1.090
61 H 3.195 5.252 -0.752  C34 1.090
62 H 4.940 3.786 -2.198  C35 1.090
63 H 5.620 3.387 -0.685  C35 1.090
64 H 5.137 6.340 -1.293  C36 1.090
65 H 6.632 5.606 -1.868  C36 1.090
66 H 7.227 4.746 0.370  C37 1.090
67 H 5.996 5.755 1.006  C37 1.090
68 H 7.349 6.513 0.112  C37 1.090
69 H 1.049 3.836 -1.994  C38 1.090
70 H 0.648 2.162 -1.823  C38 1.090
71 H 3.334 2.511 -3.053  C39 1.090
72 H 2.346 3.637 -3.845  C39 1.090
73 H 2.578 1.539 -5.011  C40 1.090
74 H 0.907 1.949 -4.750  C40 1.090
75 H 1.104 0.116 -2.740  C41 1.090
76 H 2.722 -0.027 -3.160  C41 1.090
77 H 1.455 -0.577 -4.256  C41 1.090
78 C -0.740 0.481 3.969  N79 1.540, H85 1.090, H86 1.090, H87 1.090
79 N -0.284 0.584 5.436  C78 1.540, C80 1.593, C81 1.554, C82 1.554
80 C -1.069 1.795 6.110  N79 1.593, H88 1.090, H89 1.090, H90 1.090
81 C -0.760 -0.716 6.141  N79 1.554, H91 1.090, H92 1.090, H93 1.090
82 C 1.236 0.767 5.705  N79 1.554, C83 1.514, H94 1.090, H95 1.090
83 C 1.838 2.136 5.473  C82 1.514, O84 1.403, H96 1.090, H97 1.090
84 O 1.692 2.685 4.191  C83 1.403, H98 0.960
85 H -0.390 1.250 3.280  C78 1.090
86 H -1.828 0.411 3.949  C78 1.090
87 H -0.266 -0.350 3.447  C78 1.090
88 H -2.151 1.677 6.049  C80 1.090
89 H -0.827 2.558 5.369  C80 1.090
90 H -0.573 2.160 7.009  C80 1.090
91 H -0.744 -0.562 7.220  C81 1.090
92 H -0.146 -1.587 5.911  C81 1.090
93 H -1.759 -0.948 5.771  C81 1.090
94 H 1.678 -0.038 5.119  C82 1.090
95 H 1.339 0.494 6.756  C82 1.090
96 H 2.894 2.198 5.736  C83 1.090
97 H 1.399 2.887 6.130  C83 1.090
98 H 2.574 2.836 3.843  O84 0.960
99 C -5.522 -1.075 1.430  N100 1.562, H106 1.090, H107 1.090, H108 1.090
100 N -5.980 -2.485 0.938  C99 1.562, C101 1.489, C102 1.587, C103 1.541
101 C -5.994 -3.550 1.979  N100 1.489, H109 1.090, H110 1.090, H111 1.090
102 C -7.503 -2.278 0.545  N100 1.587, H112 1.090, H113 1.090, H114 1.090
103 C -5.133 -2.952 -0.261  N100 1.541, C104 1.584, H115 1.090, H116 1.090
104 C -5.262 -2.073 -1.572  C103 1.584, O105 1.333, H117 1.090, H118 1.090
105 O -6.335 -2.481 -2.250  C104 1.333, H119 0.960
106 H -6.186 -0.618 2.163  C99 1.090
107 H -5.485 -0.489 0.511  C99 1.090
108 H -4.535 -1.164 1.883  C99 1.090
109 H -6.495 -3.227 2.892  C101 1.090
110 H -4.992 -3.856 2.281  C101 1.090
111 H -6.632 -4.365 1.641  C101 1.090
112 H -7.576 -1.390 -0.084  C102 1.090
113 H -8.143 -2.157 1.419  C102 1.090
114 H -7.802 -3.124 -0.074  C102 1.090
115 H -5.406 -4.001 -0.375  C103 1.090
116 H -4.103 -2.935 0.097  C103 1.090
117 H -4.515 -2.404 -2.293  C104 1.090
118 H -5.170 -0.990 -1.483  C104 1.090
119 H -6.273 -2.031 -3.096  O105 0.960
120 C 2.051 -4.364 0.745  N121 1.596, H127 1.090, H128 1.090, H129 1.090
121 N 0.468 -4.468 0.575  C120 1.596, C122 1.566, C123 1.554, C124 1.533
122 C -0.215 -3.920 1.874  N121 1.566, H130 1.090, H131 1.090, H132 1.090
123 C -0.008 -3.630 -0.644  N121 1.554, H133 1.090, H134 1.090, H135 1.090
124 C 0.069 -5.914 0.260  N121 1.533, C125 1.559, H136 1.090, H137 1.090
125 C 0.232 -6.934 1.428  C124 1.559, O126 1.433, H138 1.090, H139 1.090
126 O 1.582 -7.345 1.675  C125 1.433, H140 0.960
127 H 2.280 -3.299 0.704  C120 1.090
128 H 2.507 -4.777 -0.154  C120 1.090
129 H 2.345 -4.754 1.720  C120 1.090
130 H 0.247 -2.971 2.147  C122 1.090
131 H 0.068 -4.611 2.668  C122 1.090
132 H -1.300 -3.981 1.801  C122 1.090
133 H -1.098 -3.625 -0.616  C123 1.090
134 H 0.253 -4.225 -1.518  C123 1.090
135 H 0.373 -2.615 -0.533  C123 1.090
136 H 0.744 -6.181 -0.553  C124 1.090
137 H -0.950 -5.953 -0.127  C124 1.090
138 H -0.187 -7.900 1.147  C125 1.090
139 H -0.238 -6.718 2.387  C125 1.090
140 H 1.544 -8.223 2.062  O126 0.960

Mulliken atomic charge list, values in e, 4 entries: 0.991 -0.310 -0.482 -0.617